Record 1
Molecular formula: C20H23N3O3
Method: DFT, ωB97M-V with the def2-TZVPD basis set

XYZ file:
```
49
Properties=species:S:1:pos:R:3:forces:R:3
C 0.326652 3.645780 -3.569298 -8.1 0.3 1.1
H 1.278877 3.953979 -3.597436 3.7 0.3 -0.4
O -0.023586 2.888508 -2.299657 -0.9 5.5 -3.4
C 0.703306 1.837739 -2.160401 -1.7 2.3 -0.6
C 1.529063 1.449316 -3.029718 7.4 -7.5 -3.8
C 2.284741 0.095739 -2.867740 -6.0 5.7 6.3
C 2.120051 -0.572859 -1.710279 -6.3 4.0 1.9
C 0.909652 -0.028109 -0.790796 4.4 0.1 -3.1
C 0.358189 1.204898 -1.068341 1.2 -6.4 6.8
N -0.442875 1.810499 -0.084429 -0.1 2.2 -5.9
C -0.925853 1.174908 0.953392 -2.6 3.0 6.3
O -2.176912 1.292320 1.236166 3.4 -1.7 -0.6
N 0.061072 1.138669 2.071546 -4.3 -3.1 -2.3
C 1.472492 1.274367 1.948696 0.8 3.5 -0.8
C 1.988982 0.635902 3.108192 9.4 -3.0 -0.5
H 3.120965 1.031644 3.463557 -3.1 0.0 -0.5
H 2.459806 -0.346363 2.855956 -1.1 0.1 -0.3
C 1.054321 0.480196 4.103483 -5.0 -9.9 -1.3
C -0.396154 0.201157 3.277757 12.4 -0.1 -4.3
H -1.086502 0.682845 3.594953 -8.8 5.4 4.5
C -0.634333 -1.114633 2.847464 5.2 -11.0 -0.9
O 0.348861 -2.171991 2.940564 -4.6 5.7 -0.1
N -1.767546 -1.456070 2.257279 -1.5 1.5 0.7
H -2.141339 -0.595088 1.985586 -1.9 1.7 -0.4
C -2.400955 -2.570615 1.510515 12.6 -2.3 2.1
C -1.826513 -2.418865 0.179347 -1.5 2.8 -4.5
C -2.345472 -1.224137 -0.527850 3.7 -6.7 -4.4
C -2.191168 -1.286520 -1.979276 3.5 3.3 0.5
C -1.009318 -1.943753 -2.617601 -4.2 -1.2 7.2
C -0.442962 -2.974427 -1.793667 -1.3 1.9 -3.2
C -0.930563 -3.232318 -0.544421 -1.9 3.5 0.5
H -0.435542 -3.847296 0.042654 2.1 -3.8 2.4
H 0.221173 -3.637554 -2.304800 0.8 -0.4 0.3
H -0.840192 -1.667101 -3.557451 1.2 0.5 -3.7
H -2.538620 -0.304931 -2.500282 0.0 -2.1 0.5
H -3.220152 -0.936652 -0.194841 -4.0 2.7 2.0
H -3.341867 -2.680924 1.746589 -4.8 -0.8 1.0
H -1.303530 -3.501691 1.987560 -3.8 1.8 -0.7
H 1.066518 -0.433636 4.739921 0.8 0.9 -0.2
H 0.928410 1.269890 4.549336 -1.8 8.2 5.4
H 2.126124 1.131650 1.113098 -0.7 -1.5 -1.4
H 1.740798 2.335388 2.012342 -0.7 0.7 0.4
H -1.086374 2.397105 -0.689679 0.1 -0.8 1.9
H 0.856482 -0.501314 0.143698 -0.8 -0.7 1.0
H 2.275737 -1.568245 -1.586252 1.3 -2.7 0.6
H 2.865693 -0.407435 -3.401270 5.0 -2.9 -6.0
H 1.891148 1.779341 -3.943981 -0.4 1.7 -1.3
H -0.291177 4.641430 -3.363476 1.1 -2.1 -0.8
H -0.189611 3.069257 -4.486707 1.8 1.4 2.0
```
Forces are in eV/Å.

Computed properties:
2S+1: 1
Charge: 0



Record 2
Molecular formula: C34H69O11S
Method: DFT, ωB97M-V with the def2-TZVPD basis set

XYZ file:
```
115
Properties=species:S:1:pos:R:3:forces:R:3
C 3.256698 -2.953932 -4.501238 -0.1 0.0 0.1
C 3.129211 -2.008501 -3.332181 0.2 -0.1 0.0
O 3.730047 -0.717621 -3.680735 0.0 -0.3 0.2
C 4.302940 -0.084859 -2.627137 0.2 0.2 0.1
O 5.454398 -0.222113 -2.319428 -0.4 0.0 -0.1
C 3.357326 0.839463 -1.877795 -0.1 0.2 0.1
C 2.500371 0.060464 -0.867357 -0.1 0.0 0.0
C 1.667077 1.028635 -0.014430 0.3 0.1 -0.7
S 1.179549 0.368447 1.572560 -0.6 0.1 0.3
C 2.626693 0.504378 2.635309 0.1 -0.1 0.2
C 2.681634 -0.676387 3.615457 0.2 0.0 0.0
C 3.511550 -1.823112 3.035721 -0.2 -0.1 0.0
O 4.773692 -1.330473 2.663468 -0.1 0.1 0.1
C 5.887400 -1.980723 3.264336 0.3 -0.2 0.0
H 2.871671 -3.937803 -4.220246 0.0 0.1 -0.1
H 2.687484 -2.596983 -5.363637 0.1 0.0 0.0
H 4.304244 -3.071206 -4.784715 -0.1 0.0 0.0
H 2.091629 -1.813018 -3.057512 0.0 -0.2 -0.2
H 3.657348 -2.410618 -2.458156 0.0 0.1 -0.1
H 2.687956 1.323602 -2.594904 0.1 0.0 0.0
H 3.959766 1.600434 -1.371829 -0.1 -0.1 0.0
H 1.801206 -0.573558 -1.418654 0.1 -0.1 0.2
H 3.132104 -0.571968 -0.232752 0.1 0.1 0.0
H 2.236914 1.940235 0.201544 -0.2 -0.1 0.2
H 0.731654 1.310581 -0.508772 0.1 0.0 0.1
H 1.167198 -0.948770 1.307455 0.2 -0.1 -0.1
H 2.471872 1.453088 3.157315 0.0 -0.1 -0.1
H 3.529475 0.563532 2.024412 0.0 -0.1 0.1
H 1.677269 -1.026744 3.886321 0.1 0.1 0.0
H 3.157037 -0.307675 4.530012 -0.1 -0.1 -0.1
H 3.007160 -2.254312 2.154234 0.1 0.1 0.0
H 3.576895 -2.633528 3.772345 0.1 0.1 -0.1
H 6.753646 -1.325481 3.160165 -0.2 0.0 0.0
H 6.123909 -2.927466 2.766029 -0.1 0.1 0.0
H 5.713495 -2.178226 4.327749 0.0 0.1 -0.1
C 3.828799 0.667578 -6.626012 0.0 -0.1 -0.1
C 3.204148 0.692296 -8.000629 0.0 0.0 0.0
O 2.647009 -0.279028 -8.454370 -0.1 0.0 0.0
C 3.297161 1.986945 -8.772103 0.0 -0.1 -0.1
H 3.708681 -0.316689 -6.185992 0.0 0.0 0.0
H 4.892420 0.904627 -6.685847 0.0 0.1 0.0
H 3.350655 1.412377 -5.986008 0.1 0.1 0.0
H 4.343271 2.258098 -8.922851 0.0 0.0 0.0
H 2.819619 2.792618 -8.211374 0.1 0.0 0.0
H 2.808475 1.876573 -9.736680 0.0 0.0 0.0
C -1.636559 2.542716 2.437145 0.0 -0.1 -0.2
C -2.514192 1.731544 1.513653 0.0 0.0 0.0
O -1.997737 1.053768 0.647280 0.0 0.0 0.0
C -3.996872 1.799087 1.720102 0.0 -0.2 -0.2
H -0.617625 2.363983 2.109657 0.1 0.2 0.2
H -1.862091 3.607090 2.366794 -0.1 0.0 0.1
H -1.764728 2.229245 3.474295 0.0 0.1 0.0
H -4.344048 2.827836 1.614880 0.0 0.0 0.1
H -4.255980 1.469918 2.726454 0.0 0.1 0.0
H -4.499451 1.168472 0.990628 0.0 0.0 0.0
C 9.406330 -1.036771 5.126587 -0.1 -0.1 0.0
C 9.811917 -2.107174 4.140625 0.1 0.0 0.0
O 9.050340 -2.983890 3.804018 -0.1 0.1 0.0
C 11.217988 -2.028746 3.601892 -0.1 -0.1 -0.1
H 8.379966 -1.199826 5.447542 0.0 0.0 0.0
H 10.064686 -1.061194 5.995963 0.0 0.0 0.0
H 9.495801 -0.050788 4.667212 0.1 0.0 0.0
H 11.936261 -2.086151 4.421192 0.0 0.1 0.0
H 11.370037 -1.077574 3.089064 0.0 0.0 0.0
H 11.391755 -2.847426 2.908655 0.0 0.0 0.0
C 0.306813 0.318441 -5.010214 0.1 -0.1 0.1
C -0.420491 -0.024189 -3.736079 0.0 0.0 -0.2
O 0.115651 -0.673219 -2.860838 0.0 0.1 0.2
C -1.838939 0.459526 -3.599265 0.0 -0.1 0.1
H 1.317390 -0.084969 -4.984298 0.0 0.0 0.0
H -0.225022 -0.094875 -5.868636 0.0 0.1 0.0
H 0.346827 1.402870 -5.134562 -0.1 0.0 -0.1
H -2.447923 0.054125 -4.408509 0.0 0.1 0.0
H -1.869875 1.548025 -3.672407 0.0 0.0 -0.1
H -2.248933 0.146665 -2.642091 0.0 0.0 0.0
C -6.136164 0.622125 5.755103 0.0 0.0 -0.2
C -5.621112 2.002949 5.444789 -0.1 0.0 0.1
O -5.835383 2.545162 4.382288 0.1 0.0 0.0
C -4.817872 2.690383 6.524707 0.0 0.1 -0.1
H -6.692542 0.236493 4.904581 0.0 0.0 0.0
H -5.298216 -0.039931 5.985744 0.0 0.0 0.1
H -6.791218 0.657091 6.627036 0.1 0.0 0.1
H -3.940920 2.091031 6.776543 0.0 0.0 0.1
H -5.419775 2.793406 7.428597 0.0 -0.1 0.0
H -4.504226 3.674796 6.184808 0.0 0.0 0.0
C 1.248880 -7.742568 -5.542127 0.0 0.1 0.0
C 2.321400 -7.367107 -4.551038 0.0 0.0 0.0
O 2.663938 -6.217589 -4.391991 0.0 0.0 0.1
C 2.950007 -8.495249 -3.772176 0.1 0.1 0.0
H 0.877579 -6.850271 -6.039541 0.0 0.0 0.0
H 1.652401 -8.432192 -6.285006 0.0 -0.1 0.0
H 0.426689 -8.245258 -5.030258 0.0 -0.1 0.0
H 3.409891 -9.209862 -4.456306 0.0 0.0 0.0
H 2.186723 -9.024142 -3.199150 0.0 -0.1 0.0
H 3.705688 -8.101438 -3.097322 0.0 0.0 0.0
C -8.176942 1.505833 1.792478 0.1 -0.1 0.1
C -9.046674 0.706210 2.725980 0.0 0.1 -0.1
O -8.582979 0.098780 3.665251 0.0 -0.1 0.0
C -10.527136 0.711942 2.440053 0.0 -0.1 0.1
H -7.138846 1.433823 2.109307 0.0 0.0 0.0
H -8.284889 1.135598 0.771329 -0.1 0.1 0.0
H -8.491004 2.551167 1.799848 0.0 0.0 -0.1
H -10.715226 0.310457 1.443203 0.0 0.1 0.0
H -10.905170 1.735402 2.462523 0.0 0.0 -0.1
H -11.049315 0.110514 3.180032 0.0 0.0 0.0
C -9.003297 5.671616 2.948043 0.0 -0.1 0.0
C -9.230110 5.676051 1.455186 0.0 0.1 0.0
O -9.395713 4.651845 0.834203 0.0 -0.1 0.0
C -9.241027 7.023544 0.776765 0.0 -0.1 -0.1
H -9.014137 4.650911 3.323201 0.0 0.0 0.0
H -8.041948 6.131784 3.181904 0.0 0.1 0.0
H -9.782858 6.250584 3.445656 0.0 0.1 0.0
H -8.287925 7.530439 0.936365 0.0 0.0 0.0
H -10.028189 7.648942 1.200628 0.0 0.0 0.0
H -9.412439 6.897040 -0.289064 0.0 0.0 0.0
```
Forces are in eV/Å.

Computed properties:
2S+1: 1
Charge: +1



Record 3
Molecular formula: C2H5BrS2
Method: DFT, ωB97M-V with the def2-TZVPD basis set

XYZ file:
```
10
Properties=species:S:1:pos:R:3:forces:R:3
C 1.406350 0.735622 -0.540613 3.0 -1.7 -0.7
C -1.368044 -1.425922 -0.031408 0.3 2.1 1.1
S -2.232245 -0.097911 0.711469 1.1 -1.4 -0.5
S -2.283149 -2.478966 -0.868902 -2.5 0.6 0.2
Br 2.555359 -0.611253 0.535810 -0.4 0.9 -0.6
H 1.978416 1.681683 -0.489577 -0.7 -0.6 0.0
H 1.448454 0.230399 -1.552220 -0.5 1.0 1.3
H 0.528985 0.628313 0.027880 -1.2 0.4 0.1
H -3.496431 -0.428961 0.436912 -0.6 0.1 -0.1
H -1.375283 -3.252168 -1.309248 1.7 -1.4 -0.7
```
Forces are in eV/Å.

Computed properties:
2S+1: 1
Charge: 0



Values of frontier orbital gap, in order: 8.9 8.5 9.0, all in eV.